[1]
10
Properties=species:S:1:pos:R:3:forces:R:3:mulliken_charge:R:1 method="wB97M-V/def2-TZVPD" molar_mass_g_mol=121.117 e_above_lowest_kcal_mol=119.01 homo_lumo_gap_ha=0.3046 homo_energy_ev=-9.77 total_energy_ha=-756.48647 smiles="C#S(=O)N=C=O.O"
O -1.66679 -0.86057 -0.56312 0.11 -0.90 -1.54 -0.64
O -0.12165 2.31913 -1.02873 -0.63 0.88 1.04 -0.54
H 1.37577 -0.84144 -1.08088 0.25 0.84 -0.28 0.25
N 0.67868 0.81696 1.00908 -0.17 1.25 -0.66 -0.28
H -1.40013 -1.56602 0.00857 -0.03 -0.52 1.44 0.32
S 0.29331 1.00591 -0.64954 2.17 -1.01 -0.17 0.65
H -1.38265 -1.31987 -1.39196 -0.53 1.14 0.27 0.34
C 0.56921 0.42899 2.13866 -0.92 -1.15 -1.04 0.66
O 0.44464 -0.12290 3.15540 0.32 0.60 0.40 -0.40
C 1.20961 0.13980 -1.59749 -0.56 -1.12 0.55 -0.36

---

[2]
17
Properties=species:S:1:pos:R:3:forces:R:3:mulliken_charge:R:1 method="wB97M-V/def2-TZVPD" molar_mass_g_mol=98.145 e_above_lowest_kcal_mol=23.33 homo_lumo_gap_ha=0.3813 homo_energy_ev=-9.31 total_energy_ha=-309.80519 smiles="C[C@H]1CC=CCO1"
H 1.27236 -0.24957 -1.92434 -0.15 0.06 0.42 0.24
H 1.83846 1.15706 0.50766 0.45 0.86 0.23 0.30
H 0.59068 2.29033 1.10678 -0.03 -0.22 0.13 0.30
H 0.12496 -0.53913 1.89154 0.03 0.16 -0.22 0.32
H -1.21130 1.44286 0.08328 0.10 -0.23 0.00 0.28
C 0.24110 0.08878 0.99796 0.08 -0.02 -0.09 0.36
C -1.53728 -0.51398 -0.68953 -0.05 -0.10 -0.22 -0.42
C 0.82470 -0.98106 -1.21837 -0.17 -0.10 -0.06 -0.37
C 1.09202 1.33209 1.27991 0.05 -0.01 -0.10 -1.12
C -0.64073 -1.11049 -1.46758 -0.20 0.04 0.04 -0.33
H 1.33938 -1.92730 -1.44059 -0.18 0.14 0.10 0.30
O 1.10914 -0.69806 0.13419 -0.18 -0.42 0.22 -0.45
H -0.95246 -1.72563 -2.30486 -0.03 0.03 0.03 0.37
H 1.58813 1.34441 2.25682 -0.20 -0.08 -0.19 0.27
C -1.16392 0.40136 0.43967 0.14 -0.09 -0.12 -0.76
H -2.59358 -0.65220 -0.88941 -0.01 0.01 -0.03 0.36
H -1.92165 0.34054 1.23686 0.35 -0.04 -0.13 0.35

---

[3]
76
Properties=species:S:1:pos:R:3:forces:R:3:mulliken_charge:R:1 method="wB97M-V/def2-TZVPD" molar_mass_g_mol=615.556 homo_lumo_gap_ha="0.2203 / 0.2614" homo_energy_ev="-5.77 / -7.84" total_energy_ha=-3429.55166 multiplicity=5
C 3.28927 1.29666 -0.85983 1.21 1.75 -0.06 0.04
H -5.39743 -1.25534 -0.01593 0.20 0.21 -0.13 0.44
H 5.03777 4.74866 -1.17413 -0.06 0.03 0.00 0.45
C -3.79323 0.02486 -0.76593 -0.69 -0.02 0.08 1.75
H -0.60243 7.81796 -1.20653 -0.01 -0.01 -0.01 0.41
H -3.94963 -1.25014 1.00407 -0.02 0.04 -0.19 0.32
H -3.95013 -0.87054 -2.75513 -0.06 0.13 0.15 0.37
C -0.36163 6.76736 -1.10823 0.10 -0.39 0.12 -0.44
C 1.59007 1.91926 3.26307 0.13 -0.09 -0.15 -0.93
H -0.21473 6.84196 1.03697 0.01 -0.02 0.03 0.42
C -4.30213 -1.22464 -0.03413 0.28 -0.50 0.33 -1.46
H 1.35807 -6.44184 1.39027 -0.10 0.12 0.05 0.29
C 2.49087 2.47746 -0.89163 1.87 0.11 -0.57 1.11
H 1.04137 -4.22874 -2.84003 0.07 -0.12 -0.22 0.39
H 2.32407 2.30036 3.96147 -0.01 0.02 -0.04 0.42
P 0.68857 2.27466 -0.76633 1.35 1.77 0.33 1.06
H -3.95023 0.89526 -2.76603 -0.06 -0.12 0.14 0.37
C 1.11317 -4.27594 1.52997 0.29 0.06 0.28 -0.84
C 0.03987 -2.47434 0.21877 -0.40 -0.98 1.32 -1.41
C 3.15377 3.72396 -1.01233 0.19 -0.77 0.04 -0.89
H 0.56687 0.74006 4.74427 -0.01 -0.01 -0.01 0.41
C -0.27433 5.96096 -2.24403 0.15 -0.24 0.35 -0.79
H -3.94963 1.32176 0.98797 -0.06 -0.06 -0.16 0.36
O 1.61787 -2.01024 -2.83173 -1.06 0.19 0.48 -0.69
C 0.99577 -2.50674 -1.89163 1.97 0.81 -2.13 0.09
H -1.12043 -0.12574 3.15007 0.09 -0.03 -0.12 0.49
C 1.63497 2.31096 1.92107 -0.79 -0.38 -0.35 -0.37
H -1.55053 -6.14024 -0.84473 0.09 -0.06 0.14 0.30
H 0.88817 -3.57954 2.34887 -0.19 0.05 -0.36 0.31
C 0.68297 1.81966 1.00227 0.73 3.70 1.21 0.83
H -3.94983 2.19516 -0.54673 -0.06 -0.17 0.03 0.38
H 5.30057 0.49056 -0.91073 -0.28 -0.14 0.02 0.48
H 1.88257 -5.73394 2.91517 -0.11 0.09 -0.08 0.45
H 2.13927 -4.03704 1.21737 -0.22 0.05 -0.12 0.50
C -2.31373 0.02476 -0.76613 1.21 -0.24 -0.59 0.17
H 6.38987 2.68456 -1.10223 0.01 0.00 0.00 0.39
H 0.09987 3.99066 -3.00803 0.01 -0.10 -0.04 0.46
N -1.15313 0.02476 -0.76633 -5.63 -0.42 -2.48 -0.39
C 2.63287 0.01056 -0.76633 1.19 -2.65 -0.56 0.58
C 0.15007 -4.01004 0.33737 -0.26 0.10 0.60 3.39
O 1.15657 -5.77574 -1.00813 -0.71 1.30 0.21 -0.63
C 0.70987 -4.63174 -0.92283 0.28 -1.83 0.65 -0.65
C -0.14253 6.21656 0.15727 0.04 -0.30 -0.57 -0.82
H -5.39733 1.31416 -0.03193 0.22 -0.20 -0.11 0.41
C 0.16787 4.85916 0.28747 -0.22 0.39 -0.53 0.05
C -0.35033 0.55306 2.80687 0.18 0.44 2.02 -0.78
C -0.31053 0.94126 1.46397 0.78 -1.75 -0.35 0.12
H -2.00173 -3.89174 -0.01543 0.25 0.08 0.10 0.07
C 5.31077 2.62456 -1.04453 -0.30 -0.14 0.02 -0.61
C -4.30203 1.28326 -0.04973 0.29 0.50 0.29 -1.63
C 0.03647 4.60406 -2.11953 -0.11 0.32 0.59 -0.19
Co 0.70277 0.02476 -0.76633 1.55 -0.92 -1.90 -1.28
O 3.24937 -1.07714 -0.74243 -0.55 2.49 0.38 -0.80
C 4.68787 1.38316 -0.93373 -0.09 0.68 -0.01 -0.71
H -5.39773 0.01556 -2.24923 0.21 0.00 0.24 0.42
C 1.12007 -5.67444 2.13067 0.01 -0.35 -0.02 -1.42
H 0.70277 0.02476 0.82797 -0.37 -0.94 2.12 0.23
O -0.57953 -1.85054 1.08627 0.20 -0.75 -0.40 -0.39
H -2.66193 -6.18474 0.51967 0.10 0.09 -0.01 0.43
C 4.54667 3.78776 -1.08583 -0.21 -0.45 0.06 -0.79
C -4.30233 0.01576 -2.21383 0.30 0.00 -0.59 -1.77
H -3.94983 -2.14254 -0.51963 -0.04 0.19 0.05 0.32
N 0.70277 -1.87024 -0.76633 -1.03 -0.42 0.57 0.78
H -1.58163 -4.33094 1.62347 0.27 0.16 -0.20 0.41
C -1.62943 -5.95904 0.23137 0.02 -0.22 -0.08 -1.32
H 2.41097 2.99876 1.61927 0.03 -0.04 -0.24 0.58
H 0.16087 -5.91424 2.59747 0.05 -0.02 -0.05 0.30
H -0.98243 -6.66774 0.75057 -0.01 0.06 -0.15 0.28
H -1.05793 0.55396 0.78337 0.11 1.10 1.75 0.37
C -1.30863 -4.50824 0.57467 -0.35 -0.21 0.12 -0.80
C 0.59967 1.04086 3.70487 -0.68 -0.31 -0.72 -0.69
H 0.32367 4.46816 1.28047 0.05 -0.22 0.03 0.36
H 2.63097 4.66476 -1.04573 -0.32 0.00 0.00 0.22
C 0.26757 4.04086 -0.85063 -0.86 0.84 0.08 0.28
N 0.64077 -3.82114 -2.00983 -0.18 -1.24 -0.65 0.04
H -0.44793 6.38696 -3.22433 0.01 -0.03 0.01 0.41